{
  "formula": "C9H9N2",
  "method": "ωB97M-V/def2-TZVPD",
  "homo_lumo_gap_ev": [6.362, 6.360],
  "e_tot_ha": -457.40316,
  "de_lowest_ev": 6.999,
  "total_charge": 1,
  "e_homo_ha": [-0.460, -0.460],
  "lumo_energy_ev": [-6.14, -6.14],
  "multiplicity": 1,
  "species": ["C", "C", "C", "C", "C", "C", "C", "C", "C", "N", "N", "H", "H", "H", "H", "H", "H", "H", "H", "H"],
  "coordinates": [[0.786682, -0.780430, 3.251128], [0.278874, -0.808986, 1.981636], [1.893971, 0.036034, 3.507607], [1.802307, 1.002370, 1.427468], [0.779262, 0.067613, 0.967323], [-2.306132, -0.282600, -1.332558], [0.251205, 0.169254, -0.252248], [-1.193120, 0.014771, -2.309606], [0.103465, 0.520698, -1.608983], [2.290236, 0.912411, 2.608582], [-2.249765, -0.360488, -0.118261], [0.408849, -1.437752, 4.015210], [-0.477796, -1.517511, 1.688402], [2.461224, -0.024666, 4.424415], [2.103597, 1.833683, 0.810687], [-3.241612, -0.488152, -1.861963], [-0.989967, -0.926273, -2.828330], [-1.524871, 0.734854, -3.058968], [0.104819, 1.620615, -1.630852], [0.951729, 0.170629, -2.210425]],
  "forces_ev_per_angstrom": [[0.19, -0.21, 0.16], [-0.28, 0.05, -0.20], [-0.86, -0.50, -0.37], [-0.73, -0.89, -0.90], [1.36, 0.73, 1.18], [0.38, 0.23, -1.08], [-3.63, -1.11, -0.12], [0.12, -0.13, -0.27], [0.09, 0.20, -0.18], [1.40, 1.22, 0.71], [2.28, 0.15, 0.99], [-0.07, -0.13, 0.07], [-0.22, -0.03, 0.04], [0.05, -0.03, 0.11], [0.08, 0.15, -0.18], [-0.35, 0.02, 0.15], [0.03, 0.06, -0.11], [0.01, -0.05, -0.04], [0.05, 0.09, -0.08], [0.11, 0.17, 0.12]],
  "nbo_charge": [-0.27, 0.01, 0.19, 0.21, -0.34, 0.00, 0.48, -0.42, -0.60, -0.40, -0.21, 0.26, 0.26, 0.23, 0.21, 0.26, 0.25, 0.25, 0.31, 0.30]
}

***

{
  "formula": "C4H5NO",
  "method": "ωB97M-V/def2-TZVPD",
  "homo_lumo_gap_ev": 10.264,
  "e_tot_ha": -285.39964,
  "de_lowest_ev": 0.407,
  "total_charge": 0,
  "e_homo_ha": -0.339,
  "lumo_energy_ev": 1.05,
  "multiplicity": 1,
  "species": ["C", "C", "C", "O", "C", "N", "H", "H", "H", "H", "H"],
  "coordinates": [[1.197953, 0.309878, 1.127272], [0.187610, 0.074508, 0.067647], [-0.958764, -0.598758, 0.262822], [-1.644466, -0.636799, -0.914037], [-0.849340, 0.046542, -1.762555], [0.248327, 0.495370, -1.254569], [0.698572, 0.186716, 2.092664], [1.642960, 1.302397, 1.058869], [2.000123, -0.428707, 1.094580], [-1.351001, -1.051446, 1.157994], [-1.208702, 0.160643, -2.774094]],
  "forces_ev_per_angstrom": [[0.21, 0.01, 0.13], [-0.10, -0.10, 0.31], [0.15, 0.04, 0.16], [-0.02, 0.06, -0.08], [0.06, 0.08, -0.19], [-0.25, -0.19, -0.01], [0.19, 0.18, -0.03], [-0.07, -0.03, 0.04], [0.07, 0.06, -0.13], [-0.29, -0.10, -0.28], [0.04, -0.03, 0.08]],
  "nbo_charge": [-0.63, 0.07, 0.03, -0.41, 0.32, -0.46, 0.22, 0.23, 0.22, 0.21, 0.19]
}

***

{
  "formula": "C2H4N2O2S",
  "method": "ωB97M-V/def2-TZVPD",
  "homo_lumo_gap_ev": 9.203,
  "e_tot_ha": -736.70205,
  "de_lowest_ev": 2.799,
  "total_charge": 0,
  "e_homo_ha": -0.337,
  "lumo_energy_ev": 0.03,
  "multiplicity": 1,
  "species": ["O", "C", "C", "N", "S", "N", "O", "H", "H", "H", "H"],
  "coordinates": [[0.485144, 1.575980, -0.093575], [-0.123586, 0.470684, -0.023905], [0.592024, -0.823060, -0.019217], [1.822894, -1.042843, 0.005250], [3.086341, 0.051865, -0.079965], [-1.461909, 0.474936, 0.112701], [-2.167563, -0.644756, -0.283649], [-0.007097, -1.736508, 0.025580], [2.457520, 1.250549, -0.113140], [-1.975076, 1.337495, -0.035515], [-2.708697, -0.914342, 0.505438]],
  "forces_ev_per_angstrom": [[-1.35, -2.19, 0.25], [2.12, 2.94, -0.37], [-1.71, -0.83, 0.26], [1.79, 0.45, -0.25], [-0.13, -0.09, 0.10], [-0.66, 0.05, 0.22], [-1.09, -0.71, 0.92], [-0.15, 0.35, -0.02], [-0.01, -0.22, -0.01], [0.39, -0.02, -0.12], [0.79, 0.28, -0.98]],
  "nbo_charge": [-0.62, 0.57, -0.05, -0.49, 0.23, -0.31, -0.54, 0.20, 0.15, 0.39, 0.48]
}

***

{
  "formula": "C6H18N2O4",
  "method": "ωB97M-V/def2-TZVPD",
  "homo_lumo_gap_ev": [8.945, 5.238],
  "e_tot_ha": -649.54765,
  "total_charge": 1,
  "e_homo_ha": [-0.481, -0.478],
  "lumo_energy_ev": [-4.13, -7.77],
  "s_squared": 0.765,
  "multiplicity": 2,
  "species": ["C", "C", "C", "C", "N", "C", "C", "N", "H", "H", "H", "H", "H", "H", "H", "H", "H", "H", "H", "H", "O", "H", "H", "O", "H", "H", "O", "H", "H", "O"],
  "coordinates": [[-0.587409, 0.185261, 2.165386], [0.529754, -0.312493, 1.179131], [0.562320, 0.077500, -0.229566], [0.886997, 1.421509, -0.669716], [0.653745, 1.466967, -1.994810], [0.313829, 0.227197, -2.471796], [0.196376, -0.649196, -1.327179], [-1.999482, 0.144540, 1.834885], [-0.450780, -0.345022, 3.072596], [-0.274430, 1.250489, 2.410457], [0.360397, -1.446150, 1.082433], [1.515709, -0.064240, 1.571136], [1.233857, 2.180601, 0.044313], [0.837655, 2.292049, -2.548834], [0.017854, 0.067650, -3.494291], [-0.099371, -1.665216, -1.394865], [-2.151684, 0.686418, 0.977452], [-2.282318, -0.790658, 1.563899], [-3.001996, 2.373599, -1.409108], [-1.850281, 1.374387, -1.501690], [-2.796097, 1.432659, -1.325402], [4.352959, -0.403609, -0.263848], [3.711488, -1.678513, -0.207489], [4.154406, -1.122686, -0.882096], [1.855125, -2.022621, 1.277195], [2.991126, -1.164212, 1.834770], [2.817450, -2.046829, 1.478396], [-4.487836, -0.365392, 0.175354], [-3.239834, -0.232984, -0.724339], [-3.769527, -0.870995, -0.222387]],
  "forces_ev_per_angstrom": [[0.35, 2.52, -0.26], [-0.95, -2.51, -0.34], [-0.66, 0.96, -0.05], [-0.28, -1.05, 0.59], [0.80, 0.93, 0.07], [-0.69, -0.64, 1.80], [0.46, 1.36, -1.66], [1.14, 0.20, -1.19], [0.35, -0.68, 0.82], [-0.68, -1.00, -0.19], [0.34, 1.40, 0.61], [-0.29, -0.04, 0.46], [-0.18, 0.16, -1.06], [0.01, -0.12, -0.25], [0.24, 0.00, -0.18], [-0.20, -0.65, 0.07], [-0.23, -0.04, 0.52], [-0.22, -0.16, 0.20], [-0.19, -0.15, 0.03], [-0.14, 0.08, -0.07], [0.58, 0.47, -0.13], [0.54, 0.27, -0.63], [0.12, -0.49, -0.64], [-0.63, 0.29, 1.16], [1.31, -0.33, 0.36], [0.16, -0.45, 0.17], [-0.64, 0.11, -0.23], [0.09, -0.01, -0.15], [-0.74, -0.09, 0.18], [0.24, -0.33, -0.01]],
  "nbo_charge": [-0.20, -0.47, 0.04, 0.18, -0.53, 0.19, -0.26, -0.79, 0.22, 0.18, 0.21, 0.23, 0.26, 0.46, 0.26, 0.27, 0.35, 0.38, 0.50, 0.46, -0.94, 0.45, 0.49, -0.94, 0.47, 0.46, -0.92, 0.48, 0.48, -0.96]
}

***

{
  "formula": "C5H8",
  "method": "ωB97M-V/def2-TZVPD",
  "homo_lumo_gap_ev": [8.156, 7.396],
  "e_tot_ha": -195.13048,
  "de_lowest_ev": 4.396,
  "total_charge": 0,
  "e_homo_ha": [-0.315, -0.291],
  "lumo_energy_ev": [-0.42, -0.53],
  "multiplicity": 1,
  "species": ["C", "C", "C", "C", "C", "H", "H", "H", "H", "H", "H", "H", "H"],
  "coordinates": [[1.362526, -0.071661, 0.656714], [1.219187, -0.251095, -0.681477], [-0.186307, 0.093902, -1.125484], [-0.559823, 1.140707, -0.004977], [0.277534, 0.591905, 1.130029], [2.023019, -0.417361, -1.397392], [-0.893533, -0.745842, -1.086739], [-0.204497, 0.491313, -2.147718], [-1.625090, 1.167625, 0.255251], [-0.276532, 2.147845, -0.337389], [-0.094421, 0.561407, 2.153454], [-0.192815, -2.193536, 1.221045], [-0.849248, -2.515211, 1.364682]],
  "forces_ev_per_angstrom": [[-0.22, 0.11, -0.23], [0.14, -0.02, -0.16], [0.04, 0.08, -0.04], [-0.08, -0.07, 0.01], [-0.11, 0.04, 0.21], [-0.13, -0.02, 0.14], [0.13, 0.10, 0.03], [0.01, -0.06, 0.16], [0.17, 0.00, -0.03], [-0.01, -0.14, 0.07], [0.10, 0.05, -0.16], [-0.07, -0.05, 0.02], [0.03, 0.00, -0.01]],
  "nbo_charge": [-0.15, -0.12, -0.45, -0.45, -0.11, 0.20, 0.23, 0.21, 0.21, 0.23, 0.20, 0.01, -0.01]
}

***

{
  "formula": "C31H18BaClN5O4S4",
  "method": "ωB97M-V/def2-TZVPD",
  "homo_lumo_gap_ev": 5.514,
  "e_tot_ha": -3845.56674,
  "de_lowest_ev": 1.322,
  "total_charge": -2,
  "e_homo_ha": -0.057,
  "lumo_energy_ev": 3.95,
  "multiplicity": 1,
  "species": ["Ba", "O", "C", "N", "C", "O", "C", "C", "C", "C", "C", "N", "C", "C", "C", "C", "C", "N", "H", "H", "H", "H", "H", "H", "H", "H", "Cl", "C", "C", "C", "C", "O", "C", "C", "N", "C", "C", "C", "C", "C", "C", "C", "C", "N", "C", "C", "H", "H", "H", "H", "H", "H", "H", "H", "H", "H", "O", "C", "S", "C", "C", "S", "S", "S"],
  "coordinates": [[-0.407141, -0.781762, -0.399149], [-4.960630, -1.410224, -1.427625], [-3.896057, -1.136053, -0.892530], [-2.765014, -1.880487, -0.823318], [-2.704854, -3.233944, -0.925373], [-3.612913, -4.040059, -0.793191], [-1.268598, -3.800065, -1.180349], [-0.908577, -5.007630, -0.604360], [0.359995, -5.506260, -0.849566], [1.219837, -4.807817, -1.679384], [0.782972, -3.608145, -2.218351], [-0.430933, -3.116130, -1.978002], [-3.805503, 0.279676, -0.236885], [-4.992929, 0.877201, 0.171484], [-4.940574, 2.149744, 0.713067], [-3.722681, 2.801659, 0.816338], [-2.581933, 2.137256, 0.391965], [-2.636275, 0.907996, -0.110892], [-1.625361, -5.516852, 0.024209], [0.680699, -6.431960, -0.386692], [2.219504, -5.165707, -1.885996], [1.417752, -3.011734, -2.862458], [-5.918352, 0.334281, 0.042851], [-5.849486, 2.634014, 1.051655], [-3.646169, 3.799498, 1.227758], [-1.598692, 2.588541, 0.462784], [5.902482, -0.521189, 3.860021], [4.649302, -0.872063, 2.673334], [4.509805, -2.157031, 2.176751], [3.516418, -2.405969, 1.253275], [2.604727, -1.408897, 0.824477], [1.655985, -1.736586, 0.010898], [2.815252, -0.073356, 1.296702], [2.090740, 1.180189, 0.839839], [1.345457, 1.157116, -0.371335], [1.088768, 2.269426, -1.048888], [1.619692, 3.555042, -0.792031], [1.271842, 4.660778, -1.569617], [0.403054, 4.601271, -2.632348], [-0.163922, 3.343332, -2.958387], [-1.071018, 3.171510, -4.030912], [-1.600543, 1.947455, -4.322047], [-1.223959, 0.849636, -3.523056], [-0.379338, 0.982866, -2.528455], [0.161503, 2.188442, -2.212489], [3.827871, 0.143771, 2.227776], [5.171679, -2.947106, 2.510566], [3.370189, -3.401470, 0.852082], [2.804546, 2.005179, 0.892820], [2.284542, 3.698953, 0.047157], [1.713117, 5.617844, -1.303895], [0.138641, 5.478511, -3.209670], [-1.343055, 4.041378, -4.620816], [-2.297468, 1.809227, -5.138933], [-1.618700, -0.145860, -3.703204], [3.983709, 1.146767, 2.610228], [2.235586, 0.269065, 7.216539], [1.757219, 0.257340, 6.101239], [1.977216, 1.525550, 4.903186], [1.010097, 0.808818, 3.616710], [0.429412, -0.396384, 3.864598], [-0.614151, -1.391597, 2.912948], [0.784322, -1.060853, 5.451726], [0.780893, 1.753859, 2.175220]],
  "forces_ev_per_angstrom": [[-0.63, 0.50, 0.71], [-0.10, 0.00, -0.03], [0.08, -0.04, 0.28], [-0.12, -0.12, -0.11], [-0.15, 0.38, -0.33], [0.16, -0.31, 0.09], [-0.44, 0.40, -0.22], [-0.03, -0.01, 0.02], [-0.03, -0.08, 0.05], [0.04, 0.08, -0.07], [-0.31, -0.22, 0.08], [-0.33, -0.15, 0.05], [-0.06, -0.30, -0.22], [0.02, 0.00, -0.05], [-0.12, -0.03, 0.01], [0.15, 0.07, 0.03], [-0.36, -0.06, 0.00], [-0.03, -0.33, -0.16], [0.02, -0.02, 0.00], [-0.01, 0.00, 0.00], [0.01, 0.01, 0.02], [0.06, 0.01, 0.06], [0.00, 0.02, 0.00], [0.00, 0.00, 0.00], [-0.01, -0.01, 0.01], [0.02, 0.00, 0.01], [-0.03, -0.02, -0.04], [0.04, 0.07, 0.08], [-0.01, -0.06, -0.06], [0.04, 0.12, 0.28], [-0.09, 0.14, -0.30], [1.47, -0.61, 0.23], [0.21, -0.01, -0.22], [-0.33, 0.26, 0.04], [0.30, -0.02, -0.24], [0.17, -0.14, -0.03], [-0.30, 0.15, -0.16], [0.16, 0.06, 0.19], [-0.11, -0.15, -0.09], [0.02, 0.18, -0.10], [0.01, 0.11, -0.02], [-0.03, -0.22, 0.06], [0.15, 0.43, -0.04], [0.28, 0.16, 0.13], [0.20, -0.21, 0.25], [0.05, 0.08, -0.03], [0.00, 0.01, 0.01], [-0.03, -0.01, 0.01], [0.13, -0.11, -0.05], [-0.01, 0.02, 0.01], [-0.02, 0.01, -0.02], [0.01, 0.01, 0.00], [0.01, 0.00, 0.00], [-0.01, 0.02, 0.00], [-0.03, 0.00, 0.01], [0.01, -0.01, 0.00], [-0.06, 0.05, 0.00], [0.16, -0.06, -0.08], [0.03, 0.05, 0.13], [-0.12, 0.00, -0.14], [-0.18, -0.23, -0.30], [0.11, 0.25, 0.05], [0.02, -0.02, 0.22], [-0.05, -0.13, 0.00]],
  "mulliken_charge": [2.02, -0.68, -0.35, 0.08, -0.21, -0.68, 0.74, -0.63, -0.32, -0.55, -0.23, -0.32, 0.44, -0.54, -0.26, -0.99, -0.28, 0.45, 0.44, 0.37, 0.39, 0.36, 0.48, 0.38, 0.42, 0.34, -0.32, 0.22, -0.69, -0.50, 0.10, -0.51, 0.19, -0.04, -0.46, 0.28, -0.75, -0.80, -1.07, 1.35, -0.73, -0.85, -0.37, -0.02, 0.35, -0.90, 0.38, 0.38, 0.30, 0.24, 0.34, 0.33, 0.38, 0.38, 0.43, 0.39, -0.67, 0.61, -0.18, -0.15, 0.30, -0.34, -0.20, -0.26]
}